# 1
The following is a DFT calculation (wB97M-V/def2-TZVPD) of a structure of composition C36H51CuN3P2S.

The relative energy (zero: lowest compared OMol25 entry of this formula, charge and spin) is 1.4 kcal/mol. Its expectation value of S² is 0.76. The highest occupied orbital energy (spin up / spin down) comes out at -6.7079 / -6.6425 eV. For the molar mass, the calculation gives 683.386 g mol⁻¹. For the frontier orbital gap (spin up / spin down), the calculation gives 6.93 / 5.96 eV.

```
! RIJCOSX wB97M-V def2-TZVPD def2/J DEFGRID3
* xyz 0 2
Cu -1.185 0.136 -0.322
S 2.215 -1.738 -0.929
P -0.233 1.200 1.480
P 2.330 1.266 0.022
N 0.062 -0.746 -4.581
N -2.340 -1.292 0.219
N 1.331 -4.199 -1.123
C -0.806 -4.502 2.447
C -4.613 -1.048 1.299
C -1.033 2.832 -1.466
C 3.636 -4.072 -0.622
C 3.985 1.052 0.817
C 2.519 4.072 0.653
C -0.478 -0.617 -5.920
C 3.690 -5.433 -0.599
C -1.905 -2.407 0.896
C -1.362 3.380 -3.773
C -0.814 -0.388 -3.471
C -3.948 0.359 -0.611
C -2.696 -3.473 1.372
C 0.621 2.820 1.476
C 0.100 3.983 2.034
C -1.237 3.786 -2.455
C 0.027 -3.514 1.920
C 1.498 -3.511 2.250
C -4.325 -2.019 -1.065
C 0.726 0.215 2.695
C 2.529 -6.204 -0.850
C 1.391 -0.179 -4.476
C 2.415 -3.392 -0.895
C -0.514 -2.517 1.135
C -3.070 -5.596 2.631
C -2.159 -4.500 2.142
C -0.894 1.473 -1.758
C -0.975 1.083 -3.104
C 2.882 1.736 -1.666
C 0.796 5.176 1.910
C -1.718 1.516 2.520
C 1.369 -5.551 -1.107
C 1.833 2.870 0.758
C -3.777 -1.040 -0.005
C 2.004 5.223 1.230
C -1.243 2.035 -4.087
H 0.037 -1.325 -6.577
H -0.853 3.975 2.546
H -1.303 4.837 -2.196
H 4.509 -3.465 -0.437
H 0.049 -0.513 3.142
H 3.313 0.846 -2.124
H -4.180 -1.683 2.066
H 0.135 -1.777 0.677
H 3.860 0.893 1.889
H -0.429 -0.901 -2.582
H -3.885 -5.188 3.231
H 2.015 2.042 -2.251
H 0.381 6.085 2.329
H -3.490 1.120 0.028
H -2.529 -6.322 3.237
H 4.621 1.923 0.655
H -0.348 0.383 -6.360
H 2.079 -3.027 1.462
H 0.460 -3.714 -1.298
H -3.749 -3.528 1.147
H 1.786 -0.376 -3.480
H -5.011 0.586 -0.703
H 2.040 -0.655 -5.214
H 2.564 -7.282 -0.837
H -3.618 -2.061 -1.896
H 1.533 -0.316 2.194
H -0.993 3.171 -0.439
H 1.128 0.877 3.462
H -2.383 2.229 2.030
H -5.632 -1.386 1.102
H 3.454 4.118 0.107
H -4.461 -3.030 -0.687
H 0.439 -6.065 -1.307
H 1.414 0.909 -4.651
H 2.537 6.161 1.142
H -2.247 0.565 2.606
H -1.454 1.875 3.517
H -1.561 4.103 -4.555
H -4.664 -0.036 1.706
H 1.870 -4.526 2.393
H -1.379 1.725 -5.114
H 3.629 2.531 -1.652
H 4.623 -5.939 -0.388
H -3.522 -6.120 1.787
H 4.446 0.168 0.376
H -1.541 -0.860 -5.922
H -0.389 -5.279 3.079
H -3.494 0.417 -1.603
H 1.672 -2.961 3.179
H -1.798 -0.818 -3.688
H -5.285 -1.662 -1.446
*
```



# 2
The following is a DFT calculation (wB97M-V/def2-TZVPD) of the molecule HI2PS2.

The relative energy (zero: lowest compared OMol25 entry of this formula, charge and spin) is 43.5 kcal/mol. The highest occupied orbital energy (spin up / spin down) comes out at -8.7339 / -8.4533 eV. For the molar mass, the calculation gives 349.924 g mol⁻¹. For the frontier orbital gap (spin up / spin down), the calculation gives 6.91 / 6.24 eV.

```
! RIJCOSX wB97M-V def2-TZVPD def2/J DEFGRID3
* xyz 0 1
I -4.345 1.803 0.093
I -4.654 -2.345 -0.595
S -0.113 0.155 -1.319
S -3.020 -0.665 -0.090
P -1.573 -1.312 -1.452
H 0.210 -0.001 -0.031
*
```



# 3
The following is a DFT calculation (wB97M-V/def2-TZVPD) of a structure of composition C16H44ClN4O8.

The relative energy (zero: lowest compared OMol25 entry of this formula, charge and spin) is 905.7 kcal/mol. The highest occupied orbital energy comes out at -3.3036 eV. For the molar mass, the calculation gives 456.001 g mol⁻¹. For the frontier orbital gap, the calculation gives 6.16 eV.

```
! RIJCOSX wB97M-V def2-TZVPD def2/J DEFGRID3
* xyz -1 1
Cl 8.045 -14.541 -4.917
O 9.056 -13.904 -4.120
O 8.672 -11.801 -8.952
O 8.752 -15.649 -5.500
O 7.653 -11.595 -2.592
O 10.721 -13.735 -7.801
O 6.877 -14.925 -4.134
O 7.642 -13.563 -5.928
O 10.304 -13.171 -5.489
N 4.889 -11.299 -2.139
N 6.727 -11.556 -5.732
N 10.688 -14.983 -5.117
N 12.849 -13.259 -4.328
C 4.654 -13.175 -0.784
C 9.984 -13.122 -8.891
C 11.827 -12.387 -3.709
C 7.776 -11.141 -7.997
C 9.283 -10.759 -9.753
C 10.888 -15.799 -6.312
C 9.322 -12.655 -6.471
C 10.730 -12.039 -4.666
C 5.649 -12.098 -1.200
C 8.017 -11.958 -3.955
C 6.375 -13.242 -7.479
C 7.321 -12.215 -6.918
C 12.641 -11.103 -3.256
C 10.219 -15.055 -7.488
C 6.893 -12.667 -1.967
C 10.565 -17.257 -6.018
H 6.541 -12.280 -5.053
H 10.560 -17.927 -6.877
H 6.992 -10.612 -8.538
H 9.769 -9.914 -9.266
H 11.932 -15.800 -6.627
H 5.427 -12.824 -7.817
H 10.377 -15.710 -8.344
H 10.440 -12.142 -9.027
H 10.007 -11.376 -10.286
H 11.225 -11.412 -5.407
H 12.026 -10.234 -3.022
H 5.968 -11.368 -0.457
H 8.837 -12.670 -4.041
H 8.369 -10.494 -7.350
H 8.142 -12.853 -6.588
H 11.385 -12.929 -2.873
H 11.379 -17.592 -5.376
H 9.685 -12.001 -7.263
H 8.538 -12.180 -5.881
H 7.540 -13.352 -1.419
H 13.250 -12.564 -4.942
H 13.291 -10.700 -4.032
H 5.195 -14.043 -0.406
H 9.576 -17.347 -5.568
H 6.554 -13.430 -2.668
H 9.984 -13.645 -9.848
H 10.138 -15.605 -4.541
H 13.273 -11.376 -2.411
H 7.378 -11.002 -5.194
H 8.478 -10.549 -10.457
H 6.994 -13.680 -8.262
H 4.023 -12.604 -0.102
H 9.137 -14.998 -7.364
H 8.374 -11.017 -4.374
H 6.069 -14.025 -6.785
H 8.936 -13.005 -8.615
H 4.151 -10.938 -1.552
H 5.360 -10.481 -2.498
H 4.069 -13.506 -1.642
H 7.140 -12.171 -4.567
H 9.897 -14.442 -5.437
H 8.915 -13.533 -6.974
H 9.925 -11.474 -4.195
H 13.755 -13.375 -3.896
*
```



# 4
The following is a DFT calculation (wB97M-V/def2-TZVPD) of a structure of composition C34H102F4InN2O25S4.

The highest occupied orbital energy comes out at -11.6712 eV. For the molar mass, the calculation gives 1258.257 g mol⁻¹. For the frontier orbital gap, the calculation gives 1.65 eV.

```
! RIJCOSX wB97M-V def2-TZVPD def2/J DEFGRID3
* xyz 1 1
In 14.160 -19.499 12.789
S 13.414 -23.672 12.634
S 18.247 -18.700 12.444
S 17.230 -18.480 10.351
S 15.066 -23.117 11.088
F 12.905 -23.045 13.996
F 17.708 -19.194 13.934
F 15.764 -18.399 9.732
F 15.623 -21.825 10.363
O 19.133 -19.750 12.050
O 13.556 -20.321 6.036
O 13.951 -28.703 8.201
O 10.700 -22.171 10.106
O 11.246 -31.325 11.901
O 10.658 -19.932 17.031
O 17.678 -17.141 9.957
O 18.689 -17.345 12.724
O 11.268 -23.757 19.963
O 18.430 -24.630 7.056
O 16.241 -21.552 14.161
O 9.991 -26.392 14.738
O 16.334 -23.792 11.449
O 12.931 -20.180 10.185
O 13.106 -27.386 3.777
O 21.561 -21.373 12.047
O 20.076 -26.737 14.905
O 11.365 -28.538 7.981
O 9.673 -22.510 17.736
O 14.215 -23.656 10.042
O 12.184 -23.813 11.845
O 14.088 -24.883 13.074
O 17.829 -19.549 9.697
O 11.231 -20.450 12.412
O 13.122 -20.158 15.785
N 16.749 -18.811 11.956
N 14.325 -22.375 12.142
C 10.622 -27.502 8.573
C 14.719 -27.403 9.969
C 14.109 -20.384 16.799
C 13.732 -21.833 17.191
C 18.987 -26.271 14.200
C 12.950 -25.154 19.033
C 12.513 -25.433 5.078
C 18.465 -25.273 9.480
C 19.989 -22.888 12.781
C 14.062 -22.360 6.916
C 9.639 -21.762 13.662
C 12.184 -26.627 15.374
C 17.002 -22.086 15.152
C 17.877 -27.356 14.231
C 21.139 -22.017 13.217
C 11.111 -17.683 17.904
C 13.934 -21.637 5.607
C 12.310 -26.977 4.899
C 8.377 -22.394 17.186
C 10.698 -19.152 18.181
C 10.061 -20.369 13.221
C 12.168 -30.376 12.363
C 16.540 -23.547 15.183
C 12.501 -18.980 9.537
C 9.780 -22.781 9.172
C 9.464 -26.903 7.651
C 10.991 -18.865 9.423
C 14.873 -27.663 8.416
C 17.704 -25.252 8.051
C 11.466 -29.083 12.751
C 11.281 -25.828 14.453
C 11.710 -25.044 19.920
C 8.650 -23.115 10.134
C 7.949 -23.769 16.675
H 12.063 -26.528 16.452
H 9.511 -22.059 8.401
H 16.900 -27.000 13.904
H 12.558 -20.914 9.691
H 11.247 -26.752 9.058
H 19.445 -25.717 9.307
H 8.944 -26.037 8.061
H 18.207 -28.192 13.615
H 14.275 -22.015 18.119
H 16.405 -22.029 13.345
H 13.433 -26.119 19.192
H 17.865 -24.331 6.341
H 10.159 -20.703 17.309
H 12.247 -19.985 16.141
H 10.106 -23.737 8.763
H 19.271 -22.196 12.341
H 10.807 -28.723 11.961
H 8.876 -23.860 10.898
H 16.389 -24.021 14.213
H 17.259 -24.147 15.741
H 12.704 -21.996 17.514
H 13.117 -22.448 7.451
H 10.331 -17.178 17.336
H 14.615 -23.282 6.737
H 19.583 -23.414 13.646
H 15.840 -28.099 8.166
H 13.148 -18.200 9.938
H 12.968 -30.129 11.665
H 18.640 -24.277 9.887
H 10.786 -17.802 9.291
H 17.760 -27.733 15.247
H 15.558 -23.579 15.655
H 15.140 -20.337 16.450
H 13.173 -26.182 15.261
H 10.269 -19.780 14.114
H 12.685 -27.528 5.761
H 13.978 -19.718 17.652
H 12.155 -28.254 12.914
H 10.806 -29.319 7.979
H 11.814 -23.417 20.676
H 9.684 -27.016 14.076
H 14.308 -19.939 6.494
H 7.940 -24.576 17.409
H 15.308 -28.079 10.589
H 21.883 -22.746 13.538
H 10.491 -19.554 8.743
H 9.219 -19.962 12.660
H 11.254 -19.752 18.901
H 12.737 -24.936 17.986
H 10.554 -19.166 10.375
H 19.239 -26.045 13.164
H 11.013 -21.041 11.687
H 20.426 -25.990 15.397
H 10.930 -25.707 19.545
H 9.765 -23.339 18.212
H 13.116 -28.344 3.849
H 14.751 -26.725 7.874
H 7.729 -23.500 9.697
H 12.827 -19.145 8.510
H 17.910 -25.883 10.192
H 13.541 -25.176 5.332
H 9.595 -22.417 12.792
H 8.419 -21.640 16.400
H 10.360 -27.982 9.515
H 9.912 -26.623 6.698
H 11.808 -25.273 20.981
H 11.123 -17.065 18.802
H 14.656 -21.716 7.564
H 11.629 -32.204 11.865
H 6.910 -23.676 16.359
H 8.742 -27.710 7.529
H 14.907 -26.358 10.218
H 17.530 -26.274 7.711
H 14.957 -21.632 5.232
H 13.990 -22.649 16.517
H 13.684 -27.466 10.305
H 13.563 -24.277 19.239
H 10.765 -29.255 13.568
H 12.714 -30.759 13.225
H 16.679 -24.887 8.116
H 13.053 -28.436 7.992
H 11.124 -22.950 10.475
H 8.671 -21.935 14.132
H 8.624 -24.103 15.887
H 11.524 -25.949 13.397
H 20.221 -23.618 12.005
H 11.304 -24.789 14.782
H 18.557 -25.409 14.712
H 12.390 -27.677 15.162
H 16.915 -21.490 16.060
H 7.677 -22.020 17.933
H 20.744 -20.973 11.741
H 9.721 -19.026 18.648
H 20.750 -21.407 14.033
H 13.307 -22.060 4.822
H 10.296 -22.136 14.448
H 8.368 -22.210 10.671
H 12.393 -24.970 4.099
H 18.035 -22.233 14.836
H 11.982 -24.924 5.882
H 11.270 -27.297 4.827
H 12.064 -17.520 17.400
*
```



# 5
The following is a DFT calculation (wB97M-V/def2-TZVPD) of a cluster of 11 separate species, C25H48F4O19 in total.

The relative energy (zero: lowest compared OMol25 entry of this formula, charge and spin) is 12.2 kcal/mol. Its expectation value of S² is 0.75. The highest occupied orbital energy (spin up / spin down) comes out at -11.8029 / -11.8029 eV. For the molar mass, the calculation gives 728.632 g mol⁻¹. For the frontier orbital gap (spin up / spin down), the calculation gives 8.76 / 2.78 eV.

```
! RIJCOSX wB97M-V def2-TZVPD def2/J DEFGRID3
* xyz 1 2
F 1.240 2.384 -7.164
F -4.339 1.114 2.669
F 4.879 3.641 -2.031
F -3.071 -2.395 2.813
O -3.255 -4.488 3.397
O 4.656 1.853 -0.730
O 1.317 3.103 -3.949
O -4.182 -6.484 3.684
O -5.649 -0.519 3.015
O 0.500 1.531 -5.238
O 1.161 4.731 2.812
O -6.214 -2.513 3.965
O -2.209 -3.966 -1.890
O -5.298 -0.815 5.185
O 0.981 2.757 4.874
O -4.251 -5.265 1.660
O 1.345 0.951 -3.224
O 2.891 2.659 0.296
O 2.762 -1.782 2.284
O 3.332 -4.385 -3.180
O 3.962 0.920 1.366
O -1.487 -1.447 0.685
O -1.876 3.296 -2.411
C 3.842 1.683 0.411
C -5.708 -1.429 4.045
C 0.469 -0.056 0.415
C -3.777 -3.945 1.284
C 1.217 3.667 -5.256
C -1.267 4.151 -1.464
C -4.018 -5.465 2.985
C -1.945 -2.642 -2.288
C -4.760 0.392 4.839
C 0.498 2.664 -6.092
C -2.866 -3.573 2.384
C 2.121 -3.803 -3.406
C -1.933 -0.114 0.878
C 3.961 -2.411 1.768
C 0.989 1.939 3.675
C 3.111 -2.414 -1.894
C 4.017 -3.591 -2.186
C -0.808 0.767 0.293
C 1.076 1.810 -3.994
C 2.246 -2.272 -3.141
C 4.090 2.627 -1.721
C -5.377 0.677 3.460
C 0.292 4.475 1.722
C -0.073 -1.462 0.944
C 2.971 3.239 -0.993
H -2.878 -0.078 0.335
H -0.025 -1.628 2.020
H -1.787 -3.668 2.266
H 1.129 0.882 3.903
H -0.498 2.882 -6.478
H 3.115 4.309 -0.837
H 0.994 4.074 3.492
H -1.250 3.756 -0.448
H 2.168 3.974 -5.690
H 2.587 -2.645 -0.967
H -2.256 3.883 -3.069
H 1.387 -1.616 -2.997
H -1.700 5.151 -1.450
H 1.114 0.507 1.089
H 1.857 2.071 3.029
H 3.845 -1.634 -1.691
H 0.021 2.098 3.200
H -5.057 1.225 5.476
H 4.984 -3.289 -2.588
H -1.049 0.985 -0.748
H 1.799 2.537 5.326
H -1.851 -2.455 -3.357
H -3.280 -3.784 0.328
H 0.910 -0.292 -0.554
H 4.165 -2.166 0.726
H 1.725 -4.088 -4.381
H -1.023 -2.317 -1.806
H -6.179 1.415 3.441
H 3.760 2.114 -2.624
H 0.701 4.598 -5.018
H 4.890 -2.236 2.312
H 2.091 2.897 -1.537
H 1.383 -4.183 -2.699
H -2.225 0.137 1.897
H -0.201 4.172 -1.689
H -0.740 4.458 2.072
H -3.690 0.183 4.853
H 2.810 -0.863 2.012
H 3.951 -4.385 -1.442
H 0.694 3.533 1.350
H 0.421 -2.239 0.360
H -1.347 -4.374 -1.998
H -4.641 -3.302 1.113
H 3.711 -3.462 1.916
H 0.186 5.216 0.930
H -2.580 -1.943 -1.743
H 2.778 -1.873 -4.004
H -0.483 1.667 0.814
*
```



# 6
The following is a DFT calculation (wB97M-V/def2-TZVPD) of the molecule C24H24N4O2.

The relative energy (zero: lowest compared OMol25 entry of this formula, charge and spin) is 27.9 kcal/mol. The highest occupied orbital energy comes out at -7.5352 eV. For the molar mass, the calculation gives 400.482 g mol⁻¹. Its structure (SMILES) is Cc1ccccc1C(=O)N1CCN(c2ccc(NC(=O)c3cccnc3)cc2)CC1. For the frontier orbital gap, the calculation gives 8.01 eV.

```
! RIJCOSX wB97M-V def2-TZVPD def2/J DEFGRID3
* xyz 0 1
O 4.137 1.164 -1.670
O -2.444 0.041 -2.464
N -3.478 1.098 -0.764
N 7.935 -0.251 -0.639
N 3.364 0.380 0.335
N -1.846 2.375 0.828
C 0.168 2.049 -0.526
C 6.835 -2.078 0.429
C 2.072 0.916 0.409
C -0.558 1.887 0.657
C 5.605 -1.467 0.249
C -4.976 -2.987 -0.140
C 0.084 1.252 1.727
C -3.342 -1.322 -0.737
C -2.458 3.226 -0.163
C -3.118 2.401 -1.289
C -2.826 1.582 1.541
C 4.287 0.512 -0.658
C 7.970 -1.424 -0.029
C -2.649 -3.366 0.296
C -2.314 -2.137 -0.259
C 1.369 0.770 1.602
C -4.662 -1.756 -0.687
C -3.965 -3.790 0.359
C -0.887 -1.692 -0.337
C 5.557 -0.226 -0.381
C 1.458 1.575 -0.650
C 6.763 0.325 -0.816
C -3.970 1.149 0.589
C -3.025 -0.016 -1.397
H 4.699 -1.967 0.565
H -0.670 -1.294 -1.325
H -0.420 1.149 2.676
H 6.910 -3.043 0.905
H -6.003 -3.319 -0.107
H -2.344 0.691 1.945
H -3.243 2.161 2.376
H -2.437 2.227 -2.125
H -1.863 -4.003 0.675
H -4.200 -4.752 0.790
H -1.716 3.914 -0.566
H 8.953 -1.861 0.089
H -0.688 -0.900 0.386
H 1.990 1.704 -1.577
H 6.764 1.278 -1.328
H -0.274 2.533 -1.381
H 1.836 0.278 2.445
H -3.218 3.821 0.356
H -0.214 -2.521 -0.132
H -5.443 -1.126 -1.090
H -4.012 2.911 -1.665
H -4.356 0.176 0.890
H -4.790 1.874 0.620
H 3.653 -0.119 1.165
*
```